The following is a DFT calculation (ωB97M-V/def2-TZVPD) of a single C2H3F2OP molecule in a non-equilibrium geometry.

Atoms and positions in Å:
C (-0.78318, 0.54713, -0.77302)
C (0.21327, 0.10788, 0.36400)
O (1.20535, -2.16077, 1.59456)
F (1.46154, 0.77544, -0.00024)
F (-0.08735, 0.59226, 1.55159)
P (1.13763, -1.63215, 0.29352)
H (-0.65713, 1.49604, -1.26728)
H (-1.82212, 0.56758, -0.36271)
H (-0.66802, -0.29340, -1.40042)

2S+1   1
E_HOMO   -9.85 eV
ΔE to the lowest compared entry with this formula, charge and spin   306.30 kJ/mol

Results of the natural (NBO) charge analysis, in e, for atoms 1 through 8: -0.678, 0.352, -0.971, -0.406, -0.316, 1.337, 0.243, 0.229

---

The following is a DFT calculation (ωB97M-V/def2-TZVPD) of a single C2H3F2P molecule in a non-equilibrium geometry.

Atoms and positions in Å:
C (-0.59022, -0.41439, 0.48012)
C (0.75092, -0.01408, -0.03570)
F (1.22667, -0.60760, -1.14527)
F (1.77053, 0.09147, 0.84687)
P (-0.48187, 1.35774, -0.07698)
H (-1.14250, -1.16420, -0.06661)
H (-0.65617, -0.51199, 1.55966)
H (-0.87736, 1.26304, -1.56210)

2S+1   1
E_HOMO   -9.93 eV
ΔE to the lowest compared entry with this formula, charge and spin   184.60 kJ/mol

Charge distribution, natural (NBO) scheme, values in e: -0.722, 0.486, -0.324, -0.333, 0.396, 0.255, 0.252, -0.010

---

The following is a DFT calculation (ωB97M-V/def2-TZVPD) of 2 unconnected molecules or ions with the total composition C2H3F2P in a non-equilibrium geometry.

Atoms and positions in Å:
C (0.66705, 0.82297, 1.17709)
C (0.30361, 0.37577, 0.01065)
F (-0.67251, -0.48801, -0.09274)
F (0.63430, 0.83385, -1.15640)
P (-4.54760, 0.70232, 0.59022)
H (0.22316, 0.26504, 2.01772)
H (1.58360, 1.22718, 1.49948)
H (-3.21797, 1.23807, 0.36963)

2S+1   1
E_HOMO (alpha / beta)   -8.84 / -8.84 eV
ΔE to the lowest compared entry with this formula, charge and spin   445.40 kJ/mol

Charge distribution, natural (NBO) scheme, values in e: -0.617, 0.765, -0.307, -0.293, 0.108, 0.222, 0.230, -0.107

---

The following is a DFT calculation (ωB97M-V/def2-TZVPD) of a single C2H3F3N2 molecule in a non-equilibrium geometry.

Atoms and positions in Å:
C (0.11035, 0.19965, 0.01301)
C (-1.35157, 0.12416, -0.01368)
N (0.82790, 1.67379, -0.04030)
N (0.91817, -0.83422, 0.27774)
F (2.17075, 1.52571, 0.05996)
F (0.37481, -2.10906, 0.15227)
F (2.13027, -0.92657, -0.36396)
H (-1.78343, 0.71180, 0.79467)
H (-1.71613, 0.54615, -0.95028)
H (-1.68113, -0.91141, 0.07057)

2S+1   1
E_HOMO (alpha / beta)   -9.47 / -8.78 eV
ΔE to the lowest compared entry with this formula, charge and spin   831.32 kJ/mol

Results of the natural (NBO) charge analysis, in e, for atoms 1 through 8: 0.278, -0.700, -0.028, 0.289, -0.243, -0.204, -0.166, 0.261

---

The following is a DFT calculation (ωB97M-V/def2-TZVPD) of 2 unconnected molecules or ions with the total composition C2H3F3S in a non-equilibrium geometry.

Atoms and positions in Å:
C (-0.53053, -0.44965, 0.47079)
C (0.81123, 0.04993, 0.30078)
F (1.83806, -0.84813, 0.45128)
F (1.12896, 0.27006, -1.52630)
F (1.14577, 1.13139, 0.87322)
S (-1.63675, 1.05389, -0.11835)
H (-0.78886, -0.89076, 1.39739)
H (-0.58410, -1.15943, -0.46818)
H (-1.38378, 0.84270, -1.38062)

2S+1   1
E_HOMO   -10.09 eV
ΔE to the lowest compared entry with this formula, charge and spin   248.71 kJ/mol

Results of the natural (NBO) charge analysis, in e, for atoms 1 through 8: -0.623, 1.037, -0.306, -0.546, -0.255, -0.021, 0.271, 0.294

---

The following is a DFT calculation (ωB97M-V/def2-TZVPD) of a molecular structure, C2H3F4HgNO5S2 in a non-equilibrium geometry.

Atoms and positions in Å:
N (-0.26707, -1.68733, 1.46243)
S (-1.32973, -0.32767, 1.38231)
O (-2.29923, -0.58956, 2.50269)
O (-0.40866, 0.85724, 1.78853)
S (0.10250, -2.45170, 0.15908)
O (-0.76143, -2.21740, -1.03594)
O (0.46518, -3.85299, 0.40845)
C (1.72002, -1.70233, -0.44992)
F (1.48213, -0.45901, -0.88928)
F (2.61880, -1.63739, 0.52122)
F (2.22530, -2.40649, -1.45533)
Hg (-1.27221, -0.14742, -1.64522)
F (-1.30030, 2.42161, -2.15181)
C (-0.18017, 2.94686, -0.06351)
O (-0.63624, 1.86000, -0.82146)
H (-1.07317, 3.41943, 0.36709)
H (0.47281, 2.40740, 0.64179)
H (0.44147, 3.56677, -0.72112)

Total charge   -1
2S+1   2
E_HOMO (alpha / beta)   -4.49 / -4.62 eV
ΔE to the lowest compared entry with this formula, charge and spin   87.68 kJ/mol

Results of the natural (NBO) charge analysis, in e, for atoms 1 through 8: -1.151, 1.572, -0.987, -1.064, 2.179, -1.059, -0.931, 0.704

---

The following is a DFT calculation (ωB97M-V/def2-TZVPD) of a molecular structure, C2H3FLiO2 in a non-equilibrium geometry.

Atoms and positions in Å:
C (-0.44521, 0.43521, 0.37629)
C (-1.24115, -0.80751, 0.34003)
O (-0.86079, -0.27712, -0.91361)
F (-1.28448, 1.69017, 0.22139)
H (-2.31559, -0.71944, 0.55275)
H (-0.76482, -1.75932, 0.61222)
Li (1.00635, 0.27413, -1.02870)
O (2.48740, 0.63815, 0.01954)
H (3.41828, 0.52572, -0.17990)

Total charge   -1
2S+1   1
E_HOMO   -3.35 eV
ΔE to the lowest compared entry with this formula, charge and spin   378.56 kJ/mol

Results of the natural (NBO) charge analysis, in e, for atoms 1 through 8: 0.104, -0.205, -0.674, -0.488, 0.153, 0.156, 0.910, -1.358

---

The following is a DFT calculation (ωB97M-V/def2-TZVPD) of a molecular structure, C2H3FO2PTl in a non-equilibrium geometry.

Atoms and positions in Å:
P (3.07420, 0.00439, -0.29588)
F (2.55314, 0.21543, 1.51627)
O (-0.23227, -1.07573, 0.25314)
C (-1.45622, -0.61747, -0.10310)
H (-2.21518, -1.35332, -0.39917)
H (2.64312, -1.13108, -1.04548)
C (-1.70741, 0.71370, -0.16062)
O (-0.71840, 1.61431, 0.01419)
Tl (0.78660, 0.54413, 0.54915)
H (-2.72758, 1.08564, -0.32850)

2S+1   1
E_HOMO   -7.75 eV

Results of the Löwdin charge analysis, in e, for atoms 1 through 8: 0.737, -0.578, -0.305, -0.294, 0.116, -0.177, -0.303, -0.293

---

The following is a DFT calculation (ωB97M-V/def2-TZVPD) of a single C2H3FO2S molecule in a non-equilibrium geometry.

Atoms and positions in Å:
C (-0.03370, -0.54696, 0.08580)
C (-1.39510, 0.06068, -0.06219)
O (0.87279, 0.34146, -0.23864)
O (0.26381, -1.67778, 0.41510)
F (3.06442, 1.27494, -0.07826)
S (2.46542, -0.27410, 0.00841)
H (-1.92507, 0.10516, -1.06793)
H (-1.21622, 1.04927, 0.20383)
H (-2.09635, -0.33267, 0.73388)

2S+1   1
E_HOMO   -9.75 eV
ΔE to the lowest compared entry with this formula, charge and spin   95.76 kJ/mol

Results of the natural (NBO) charge analysis, in e, for atoms 1 through 8: 0.783, -0.725, -0.615, -0.591, -0.476, 0.886, 0.259, 0.234

---

The following is a DFT calculation (ωB97M-V/def2-TZVPD) of a single C2H3FO2S molecule in a non-equilibrium geometry.

Atoms and positions in Å:
C (-0.84741, 0.84441, 0.59800)
C (0.31099, -1.24769, -0.85440)
O (1.05977, 1.46842, -1.12247)
O (1.70933, 0.35647, 1.01349)
F (0.30803, -2.28042, -0.02728)
S (0.72023, 0.57477, -0.03033)
H (-1.72579, 1.35568, 0.21168)
H (-0.88457, 0.24018, 1.56015)
H (-0.65058, -1.31182, -1.34884)

2S+1   1
E_HOMO (alpha / beta)   -10.74 / -9.97 eV
ΔE to the lowest compared entry with this formula, charge and spin   494.91 kJ/mol

Results of the natural (NBO) charge analysis, in e, for atoms 1 through 8: -0.617, 0.101, -0.904, -0.897, -0.310, 2.010, 0.245, 0.230

---

The following is a DFT calculation (ωB97M-V/def2-TZVPD) of a gas-phase ion, C2H3FO3P (charge -1) in a non-equilibrium geometry.

Atoms and positions in Å:
C (1.48497, -0.30933, -0.16105)
C (0.41945, 0.56676, -0.58799)
O (0.89863, -0.72511, -1.21877)
O (2.47045, -0.52362, 0.45847)
O (-0.17099, -0.66547, 1.51113)
F (-2.61124, 1.13435, -0.85839)
P (-1.20782, 0.29964, 0.35167)
H (0.39510, 1.26770, -1.44902)
H (-0.38655, -0.24118, 2.37111)
H (-1.29200, -0.80374, -0.41717)

Total charge   -1
2S+1   1
E_HOMO   -3.95 eV
ΔE to the lowest compared entry with this formula, charge and spin   420.18 kJ/mol

Results of the natural (NBO) charge analysis, in e, for atoms 1 through 8: 0.809, -0.341, -0.488, -0.594, -1.072, -0.780, 0.889, 0.214

---

The following is a DFT calculation (ωB97M-V/def2-TZVPD) of a gas-phase ion, C2H3FO3P (charge -1) in a non-equilibrium geometry.

Atoms and positions in Å:
C (-1.57004, -0.08532, 0.81577)
C (-0.50749, -0.49822, -0.02029)
O (-1.58855, 0.48177, -0.33712)
O (-2.11747, -0.14725, 1.87141)
O (1.05666, 1.76102, -0.19114)
F (1.84380, -1.77424, 0.35770)
P (1.34926, 0.07052, 0.27723)
H (-0.65469, -1.51474, -0.59750)
H (0.84604, 1.94355, -1.12563)
H (1.34249, -0.23708, -1.05043)

Total charge   -1
2S+1   1
E_HOMO   -4.29 eV
ΔE to the lowest compared entry with this formula, charge and spin   393.37 kJ/mol

Results of the natural (NBO) charge analysis, in e, for atoms 1 through 8: 0.753, -0.293, -0.485, -0.601, -1.077, -0.751, 0.957, 0.194